This record from the OMol25 dataset describes C30H72Hf2N4O21S as an isolated structure in a non-equilibrium geometry. The level of theory is ωB97M-V/def2-TZVPD.

XYZ file:
```
130
Properties=species:S:1:pos:R:3:mulliken_charge:R:1
Hf 0.7743 -0.6843 2.2156 1.83
Hf -2.5496 3.7930 0.2388 1.70
C 3.1333 2.8233 1.9143 -0.79
C 2.6840 4.0731 2.5492 0.48
C 1.9066 4.1029 3.7423 0.29
O 1.5363 5.1821 4.1173 -0.53
C 1.3914 2.8498 4.4213 -0.92
C 1.6906 1.6165 3.7158 0.48
C 2.5327 1.6340 2.4301 0.51
O 2.3125 0.5091 1.8026 -0.50
O 1.0749 0.4631 3.7701 -0.72
O 2.8777 5.1119 1.9460 -0.59
H 3.7122 2.9090 0.9945 0.63
H 0.6912 2.8783 5.2464 0.61
S -1.1353 1.7576 1.4189 0.81
O -2.6251 1.8324 0.4815 -0.50
O -1.4584 1.0459 2.5547 -0.52
O -0.0859 1.2651 0.6054 -0.43
O -1.0639 3.1988 1.6030 0.40
O -0.2366 -2.3447 3.7599 -0.52
H -1.2318 -2.5920 3.7812 0.25
H 0.2301 -3.1308 4.1494 0.19
O -3.1746 5.9482 0.2455 -0.33
H -3.1700 6.7303 -0.3149 0.25
H -3.5429 6.2354 1.0585 0.28
O 1.7527 -2.0839 1.4981 -0.55
H 1.7122 -2.9778 -0.4413 -0.39
H 2.5101 -2.3193 1.9425 0.20
O -1.1724 -1.1399 1.1557 0.97
H -2.0636 -1.2892 1.5088 0.47
H -1.1369 -1.5305 0.2573 -0.13
O -2.9458 4.2677 2.5435 -0.44
H -3.3195 3.6970 3.2076 0.27
H -2.3009 4.7659 3.0422 0.29
C 0.8406 -4.2514 7.0027 -0.88
O 0.0286 -3.3472 6.3295 -0.14
C -1.3057 -3.8022 6.5604 -0.71
C -2.3322 -2.8255 5.9567 -0.60
N -2.6567 -3.1099 4.5100 -0.44
C -3.8404 -2.4001 4.0853 -1.09
C -4.2824 -2.5845 2.6349 -0.45
O -3.6397 -1.5926 1.8770 -0.37
C -4.1080 -1.5643 0.5415 -0.74
H 0.7365 -5.2123 6.5285 0.38
H 0.5999 -4.2556 8.0639 0.33
H 1.8825 -3.9770 6.8878 0.26
H -1.4056 -3.9074 7.6441 0.52
H -1.4205 -4.7462 6.0178 0.31
H -1.9880 -1.7696 5.9023 0.25
H -3.1677 -2.8554 6.6824 0.45
H -2.7279 -4.1173 4.4656 0.30
H -3.6408 -1.3645 4.3615 0.42
H -4.6457 -2.7282 4.7477 0.48
H -5.3467 -2.4002 2.4152 0.40
H -4.0005 -3.6052 2.2841 0.31
H -3.6404 -0.7013 0.0561 -0.08
H -5.2014 -1.4786 0.4935 0.57
H -3.7628 -2.4645 -0.0202 0.20
C -5.6467 4.4184 0.7636 -0.83
O -4.7261 3.6295 -0.0812 -0.20
C -5.2652 3.2533 -1.4059 -0.69
C -4.0894 2.6991 -2.1622 -0.43
N -3.0866 3.8569 -2.0394 -0.58
C -1.8402 3.7274 -2.8883 -0.55
C -0.8616 4.7330 -2.3889 -0.73
O -0.7713 4.5227 -0.8910 -0.10
C 0.0772 5.5882 -0.3298 -0.82
H -5.9836 3.8411 1.6123 0.26
H -6.4027 4.8247 0.1274 0.47
H -5.0317 5.2191 1.1102 0.28
H -5.6290 4.1238 -1.9529 0.50
H -6.1116 2.5859 -1.3809 0.53
H -4.3136 2.4341 -3.2094 0.53
H -3.6860 1.8269 -1.6560 -0.02
H -3.6587 4.6360 -2.3278 0.27
H -2.0386 3.8852 -3.9773 0.51
H -1.4089 2.7677 -2.6307 0.10
H -1.1811 5.7771 -2.4286 0.54
H 0.1130 4.5134 -2.8171 0.38
H -0.2686 5.9099 0.6446 0.37
H 0.1807 6.4113 -1.0319 0.47
H 1.0558 5.0674 -0.2379 0.19
C 5.2726 -2.5464 -0.2622 -0.81
O 3.9680 -3.0730 0.0277 -0.06
C 3.8270 -4.3383 -0.5746 -0.71
C 2.4352 -4.8695 -0.2667 -0.64
N 1.4752 -3.8412 -0.7919 0.46
C 0.0046 -4.1526 -0.6562 -0.50
C -0.7127 -3.2795 -1.6806 -0.91
O -0.5906 -1.9219 -1.2029 -0.24
C -1.0534 -0.9277 -2.1553 -0.80
H 5.3215 -1.5868 0.2023 0.25
H 5.4284 -2.5024 -1.3554 0.29
H 6.0712 -3.2260 0.1131 0.31
H 4.6271 -4.9703 -0.2169 0.52
H 4.0033 -4.2386 -1.6510 0.43
H 2.3014 -5.0216 0.8042 0.30
H 2.2127 -5.8088 -0.7931 0.48
H 1.6058 -3.8523 -1.7885 0.35
H -0.3834 -3.9279 0.3298 0.10
H -0.0911 -5.2110 -0.8395 0.58
H -1.7663 -3.6481 -1.7785 0.37
H -0.2594 -3.4241 -2.6692 0.50
H -0.4576 -1.1090 -3.0410 0.44
H -0.7564 0.0008 -1.7021 0.04
H -2.1555 -0.9985 -2.3349 0.30
C 3.5370 -0.9945 -8.9541 -0.73
O 3.7367 -0.8666 -7.5900 -0.33
C 4.9918 -1.3850 -7.1442 -0.61
C 5.2454 -0.7917 -5.7758 -0.74
N 4.0556 -1.0079 -4.9323 -0.12
C 3.8684 -0.1030 -3.8451 -0.87
C 2.6423 -0.5951 -3.1395 -0.36
O 2.2566 0.0085 -1.9227 0.09
C 2.5403 1.3728 -1.6722 -0.36
H 2.5431 -0.5587 -9.0751 0.23
H 3.6218 -2.0341 -9.3402 0.30
H 4.2662 -0.3989 -9.5488 0.29
H 5.8463 -1.1002 -7.7603 0.45
H 4.9229 -2.4557 -7.0070 0.31
H 5.4608 0.2616 -5.9796 0.33
H 6.1261 -1.2257 -5.3163 0.37
H 3.2579 -1.1437 -5.5535 0.30
H 3.7575 0.9457 -4.1660 0.47
H 4.7590 -0.2077 -3.2046 0.29
H 2.8579 -1.6082 -2.7839 0.00
H 1.8121 -0.7059 -3.8347 0.18
H 1.9324 2.1014 -2.3005 0.17
H 3.5885 1.6373 -1.8752 0.50
H 2.3359 1.5409 -0.6065 -0.32
```

Computed properties:
HOMO ... -15.37 eV
Total charge ... +4
Calculated total energy ... -3478.31309 a.u.
E_LUMO ... -10.7 eV
Orbital gap ... 0.17191 hartree

***

This record from the OMol25 dataset describes a 6-piece molecular cluster, C30H72N4O2 overall in a non-equilibrium geometry. The level of theory is ωB97M-V/def2-TZVPD.

XYZ file:
```
108
Properties=species:S:1:pos:R:3:mulliken_charge:R:1
C 25.1150 -1.6161 -27.5500 -1.18
C 24.8035 -1.7886 -26.0627 -0.63
N 25.0353 -3.1449 -25.5614 0.13
C 23.9853 -3.7165 -24.6749 -0.59
C 23.9924 -3.0936 -23.2238 -0.99
C 26.4967 -3.3078 -25.2199 -0.51
C 26.9470 -4.7411 -25.1633 -1.41
H 24.8703 -0.6004 -27.8607 0.40
H 24.5335 -2.1917 -28.2702 0.30
H 26.1699 -1.7155 -27.8059 0.28
H 25.1693 -1.0543 -25.3449 0.35
H 23.7200 -1.6780 -26.0178 0.41
H 23.0310 -3.5768 -25.1826 0.42
H 24.1620 -4.7760 -24.4896 0.23
H 25.0180 -3.1716 -22.8630 0.25
H 23.7882 -2.0230 -23.2396 0.28
H 23.3597 -3.4690 -22.4195 0.39
H 26.6897 -2.7190 -24.3231 0.36
H 27.1309 -2.8459 -25.9765 0.39
H 28.0275 -4.7017 -25.0247 0.48
H 26.8531 -5.2465 -26.1244 0.30
H 26.7302 -5.2772 -24.2393 0.35
C 25.9794 -13.7141 -23.3189 -1.55
C 26.8528 -12.8795 -24.2220 -0.20
N 26.2209 -11.6967 -24.8844 0.02
C 25.7476 -10.7335 -23.9149 -0.27
C 24.8458 -9.7131 -24.5963 -1.35
C 27.2507 -11.1630 -25.7807 -0.80
C 28.5795 -10.6030 -25.2732 -0.99
H 25.7446 -13.1902 -22.3923 0.43
H 26.4977 -14.6251 -23.0196 0.41
H 25.0222 -14.0461 -23.7210 0.35
H 27.7032 -12.6725 -23.5724 0.14
H 27.0854 -13.4797 -25.1017 0.35
H 25.1856 -11.3256 -23.1926 0.36
H 26.4668 -10.1733 -23.3174 0.26
H 24.4623 -9.0013 -23.8653 0.44
H 25.5231 -9.0062 -25.0754 0.28
H 23.9924 -10.1770 -25.0910 0.32
H 26.7882 -10.3462 -26.3348 0.43
H 27.4614 -11.9470 -26.5080 0.48
H 28.5256 -9.5416 -25.0309 0.23
H 29.3388 -10.6505 -26.0537 0.36
H 29.0152 -11.2267 -24.4926 0.29
C 30.7242 -12.9281 -30.4447 -1.25
C 31.7277 -12.2128 -29.5873 -0.33
N 33.0979 -12.7957 -29.6585 0.13
C 33.6640 -12.4619 -30.9830 -0.41
C 34.5917 -13.5177 -31.4520 -1.40
C 34.0969 -12.5578 -28.6203 -0.31
C 33.4964 -12.3781 -27.1754 -1.41
H 29.7444 -12.4593 -30.3528 0.40
H 30.5181 -13.9764 -30.2284 0.30
H 30.8511 -12.8853 -31.5264 0.34
H 31.5608 -11.1366 -29.6326 0.25
H 31.2868 -12.5325 -28.6431 0.19
H 32.8597 -12.3377 -31.7081 0.40
H 34.2558 -11.5501 -31.0644 0.26
H 34.2533 -14.5470 -31.3326 0.33
H 34.7915 -13.3111 -32.5034 0.43
H 35.5368 -13.3883 -30.9246 0.32
H 34.6520 -11.6345 -28.7860 0.31
H 34.8426 -13.3506 -28.6801 0.33
H 32.8632 -13.2067 -26.8581 0.39
H 33.0702 -11.4292 -26.8498 0.31
H 34.3399 -12.5537 -26.5077 0.42
C 26.7137 -20.0152 -29.6802 -0.97
C 27.3485 -20.0159 -28.2935 -0.72
N 26.7668 -19.0621 -27.3461 0.11
C 27.1072 -17.6651 -27.5364 -0.41
C 28.5813 -17.3371 -27.7855 -1.36
C 25.2855 -19.2513 -27.0553 -0.55
C 24.9353 -20.4950 -26.2262 -1.32
H 27.0504 -20.8057 -30.3509 0.41
H 26.9316 -19.0595 -30.1570 0.23
H 25.6623 -20.1991 -29.4592 0.24
H 27.1068 -20.9558 -27.7972 0.31
H 28.4287 -20.0086 -28.4389 0.39
H 26.6710 -17.0801 -26.7267 0.42
H 26.4492 -17.3061 -28.3277 0.40
H 28.9404 -16.3169 -27.6506 0.38
H 28.9293 -17.6918 -28.7556 0.26
H 29.0798 -18.0252 -27.1027 0.38
H 24.8989 -18.4104 -26.4795 0.40
H 24.6088 -19.2828 -27.9093 0.33
H 25.1070 -21.4498 -26.7231 0.33
H 25.4406 -20.4117 -25.2640 0.31
H 23.8857 -20.4621 -25.9342 0.42
C 20.6377 -13.8480 -22.4193 -0.97
C 19.1670 -13.5062 -22.3724 0.72
O 18.3891 -13.9153 -21.5294 -0.55
C 18.6233 -12.4825 -23.3795 -0.95
H 20.9086 -14.0182 -21.3773 0.31
H 21.2386 -12.9847 -22.7050 0.27
H 20.8644 -14.6316 -23.1423 0.28
H 19.2584 -11.5982 -23.4332 0.32
H 17.5891 -12.2633 -23.1141 0.29
H 18.5550 -13.0612 -24.3007 0.28
C 29.0928 -6.9366 -29.3642 -1.05
C 29.4028 -5.4714 -29.3838 0.78
O 30.2884 -5.0458 -28.6645 -0.56
C 28.7810 -4.6231 -30.5365 -1.06
H 29.1008 -7.3340 -30.3791 0.33
H 28.0801 -7.1628 -29.0305 0.31
H 29.7990 -7.4620 -28.7213 0.30
H 29.3977 -4.7681 -31.4235 0.30
H 28.8343 -3.5633 -30.2874 0.31
H 27.7313 -4.8728 -30.6914 0.33
```

Computed properties:
HOMO ... -8.09 eV
Total charge ... 0
ΔE to the lowest compared entry with this formula, charge and spin ... 320.5 kJ/mol
Calculated total energy ... -1555.54476 a.u.
SMILES string ... CCN(CC)CC.CCN(CC)CC.CCN(CC)CC.CCN(CC)CC.CC(C)=O.CC(C)=O
E_LUMO ... 0.4 eV
Orbital gap ... 0.31123 hartree